No. 1
The following is a DFT calculation (ωB97M-V with the def2-TZVPD basis set) of C2H3ClS in the gas phase at a distorted geometry.

Values from the calculation:
orbital gap: 0.37030 hartree
HOMO energy: -9.32 eV
ΔE to the lowest compared entry with this formula, charge and spin: 10.92 kcal/mol
total energy: -25479.093 eV
SMILES string: Cl[C@@H]1CS1

```
7
C2H3ClS | OMol25 | ωB97M-V with the def2-TZVPD basis set
Cl -2.5094 0.2484 -0.6681
C 0.0541 0.0839 0.5066
S -0.1927 1.9515 0.2880
H -0.5151 0.2328 -1.6830
H -0.5299 -0.5399 1.2691
C -0.7632 0.5295 -0.6837
H 1.1140 0.0271 0.4725
```

---

No. 2
The following is a DFT calculation (ωB97M-V with the def2-TZVPD basis set) of a molecular structure, C4H7NO.

Values from the calculation:
orbital gap: 0.38898 hartree
HOMO energy: -9.58 eV
ΔE to the lowest compared entry with this formula, charge and spin: 42.46 kcal/mol
total energy: -7797.803 eV

```
13
C4H7NO | OMol25 | ωB97M-V with the def2-TZVPD basis set
H -0.8490 1.8201 0.2911
C 0.1318 -0.1028 0.3642
N -0.3603 -1.1534 0.8370
H 0.3055 1.7472 1.6581
H 0.3994 -2.2168 -0.8609
H -1.0723 -2.8719 -0.1057
H 2.2065 1.5677 -0.0061
O 0.9629 0.0520 -0.7362
C -0.1111 -2.3861 0.0940
H 1.0509 2.1013 -1.2667
H 0.4870 -3.0864 0.6879
C 0.0883 1.3867 0.6521
C 1.1957 1.4425 -0.4066
```

---

No. 3
The following is a DFT calculation (ωB97M-V with the def2-TZVPD basis set) of a molecular structure, C13H6AlF6N8O8S3 at a distorted geometry.

Values from the calculation:
orbital gap: 0.28726 hartree
total charge: -1
HOMO energy: -6.13 eV
ΔE to the lowest compared entry with this formula, charge and spin: 12.29 kcal/mol
total energy: -97287.088 eV

```
45
C13H6AlF6N8O8S3 | OMol25 | ωB97M-V with the def2-TZVPD basis set
C 3.1581 -6.6268 2.7728
N -3.2390 6.1660 2.0410
C 0.3984 -4.3956 1.3377
H -1.5903 -3.8572 1.5857
S -0.7049 2.3409 -3.3492
C 2.6091 -4.6333 1.4864
O -2.9720 2.6623 -1.2473
S -3.3754 2.7797 -2.6490
H 2.8666 -7.5627 3.2081
H 5.2439 -6.9239 3.0950
N 0.9885 0.7380 1.1313
O -0.4375 2.1840 -1.9111
C -3.6434 4.6262 -2.9268
N 0.8614 6.4927 3.3957
O 0.1143 0.5120 1.9643
F 0.8068 0.3211 -3.7678
O -1.3778 3.5302 0.5628
C -0.8058 5.2326 1.8670
C -0.4540 0.5923 -3.9016
H -0.6744 -2.8392 0.6725
N -2.2424 2.4839 -3.6836
C 2.2454 -5.8070 2.1356
C 3.9763 -4.3343 1.3088
O 2.1197 0.3537 1.0615
C -2.0792 0.2334 0.1343
C 0.1766 5.9934 2.6236
N -2.1895 -0.8463 0.4895
N -0.4205 4.1332 1.2966
F -2.7816 5.3461 -2.2197
F -0.8175 0.4095 -5.1927
H 4.3007 -3.4206 0.8809
Al -1.1424 1.9099 -0.1787
F -3.4712 4.8759 -4.2077
S 0.4878 -5.9193 2.2260
N 1.5767 -3.9125 1.0164
C 4.4721 -6.3081 2.6633
F -4.8541 5.0021 -2.5740
H 5.9666 -4.9149 1.8764
O 0.2313 3.1748 -4.0198
C 4.8744 -5.1574 1.9509
F -1.1927 -0.1662 -3.1049
O 0.5100 1.4021 0.1088
N -0.7786 -3.7604 1.0647
O -4.5791 2.1075 -2.9361
C -2.1612 5.7821 1.9128
```

---

Please write out number 1 again, unchanged.
The following is a DFT calculation (ωB97M-V with the def2-TZVPD basis set) of C2H3ClS in the gas phase at a distorted geometry.

Values from the calculation:
orbital gap: 0.37030 hartree
HOMO energy: -9.32 eV
ΔE to the lowest compared entry with this formula, charge and spin: 10.92 kcal/mol
total energy: -25479.093 eV
SMILES string: Cl[C@@H]1CS1

```
7
C2H3ClS | OMol25 | ωB97M-V with the def2-TZVPD basis set
Cl -2.5094 0.2484 -0.6681
C 0.0541 0.0839 0.5066
S -0.1927 1.9515 0.2880
H -0.5151 0.2328 -1.6830
H -0.5299 -0.5399 1.2691
C -0.7632 0.5295 -0.6837
H 1.1140 0.0271 0.4725
```

---

- total energy of number 3 (C13H6AlF6N8O8S3)?
  -97287.088 eV

---

- The lowest total energy belongs to which entry?
  C13H6AlF6N8O8S3